C30H32F6N2O4P2PbS2Si | ωB97M-V with the def2-TZVPD basis set

## Properties
Lowest unoccupied orbital energy: -5.88 eV
HOMO level: -13.9459 eV
HOMO-LUMO gap: 8.1 eV

ORCA input file:
```
! RIJCOSX wB97M-V def2-TZVPD def2/J DEFGRID3
* xyz 2 1
C -0.2165 0.5875 -4.7801
H -2.7761 -2.0221 -0.9272
C -2.7040 0.5293 2.6336
H 5.1514 -2.1325 -4.8629
H 3.1865 -2.5594 0.0562
C -2.5657 0.1697 -6.2000
H -5.0945 -2.1324 -0.1095
H 3.9542 3.0954 5.6348
H 0.7103 0.8950 -6.6857
H 0.7098 0.7364 -4.2306
F 3.3175 0.1038 3.7741
F -2.3074 -0.7218 2.4384
H -0.1333 -2.6691 -3.5663
C 2.2638 -2.8103 0.5639
H -1.8070 -2.5489 -3.0080
C -0.1252 -2.5583 0.8306
C 4.1394 -0.6349 -3.7143
H 3.0921 3.7253 7.0337
Pb 0.5666 1.6852 -0.9511
F -2.9798 0.7205 3.9071
H 1.6849 6.0463 5.2569
C 1.0994 -4.0460 2.2659
C -0.1012 -3.4640 1.8781
H -0.2569 2.1018 5.7870
F 1.5760 -1.1084 3.3309
O -1.0567 1.3053 0.7348
C -2.9760 -0.0143 -1.6836
C 1.7577 5.3183 4.4450
H -0.8784 3.6480 5.1864
C 2.3569 -1.4313 -2.2942
C 3.1351 -0.3862 -2.7916
H -0.1614 3.5375 6.7961
C 2.2800 -3.7143 1.6145
C -5.1268 1.0168 -1.3600
C -1.4019 0.2921 -4.1020
S 1.2825 1.4260 2.8983
O -1.8149 3.0194 2.3263
H -3.5007 -0.1499 -4.2963
C 1.0553 -2.2405 0.1608
H 2.8629 2.0465 6.5618
H 3.7901 -3.9951 -3.9819
H 2.9807 0.6315 -2.4429
C 3.6014 -2.9832 -3.6498
C -5.5829 -0.1428 -0.7449
C -4.7365 -1.2306 -0.5882
C 2.6019 -2.7383 -2.7236
O 1.8089 2.6290 3.6003
C -0.2078 0.6684 -6.1608
C -1.3864 0.4619 -6.8693
O 1.7769 1.3563 1.5519
H 4.7479 0.1776 -4.0872
N -0.4660 -1.2940 -1.9835
H -1.0198 -3.7216 2.3888
C 4.3670 -1.9339 -4.1451
H 2.0228 -3.5623 -2.3251
C -0.7669 -2.5528 -2.6861
F -3.7592 0.7919 1.8862
H 3.2141 -4.1663 1.9198
C -0.0829 3.1777 5.7666
C -2.5795 0.0818 -4.8153
C 2.0043 0.0208 3.8573
H 2.7206 5.4645 3.9542
H 1.1136 -4.7629 3.0760
H -3.4780 1.9873 -2.3204
S -1.3624 1.6904 2.1207
H -1.3823 0.5304 -7.9488
N -0.2201 1.2331 3.1149
C 3.0069 3.0555 6.1737
C -3.4290 -1.1675 -1.0486
F 1.6165 0.1168 5.1190
H -6.6019 -0.1962 -0.3856
Si 1.5939 3.6148 5.1297
H -0.6152 -3.3966 -2.0118
H -5.7864 1.8658 -1.4779
H -3.4782 0.0073 -6.7572
H -1.0599 -2.1043 0.5280
P 1.0048 -1.0409 -1.1746
C -3.8260 1.0840 -1.8303
P -1.3027 0.1422 -2.3140
H 0.9603 5.5389 3.7338
*
```


C30H32IN8O2Rh | ωB97M-V with the def2-TZVPD basis set

## Properties
Lowest unoccupied orbital energy (alpha / beta): -4.99 / -6.97 eV
HOMO level (alpha / beta): -13.3076 / -13.7867 eV
HOMO-LUMO gap (alpha / beta): 8.3 / 6.8 eV

ORCA input file:
```
! RIJCOSX wB97M-V def2-TZVPD def2/J DEFGRID3
* xyz 2 5
C 1.3341 3.4587 -3.4396
C 0.5674 -3.1966 3.5651
N 1.9789 2.2000 -3.0479
H -1.0549 -3.9991 4.7491
H 1.4988 0.1980 3.4117
C -4.1344 2.6671 0.2622
C -4.9982 2.4595 -2.4542
H 2.8609 -2.0100 -1.4655
O -5.6770 3.2418 -1.4932
H 0.3084 3.2591 -3.7377
H -5.9837 1.6554 -0.2066
H 0.5914 4.8233 1.8535
C 0.9974 2.2086 3.9792
C -1.3317 -1.7006 2.2865
C 3.0541 -0.1775 -2.2874
H 3.3808 -1.4278 0.6284
H -3.7560 3.6862 0.3645
H 4.2647 -1.8126 -2.4502
C 0.7730 3.8094 2.1869
N -0.0855 -1.5560 1.9007
Rh 0.4487 -0.1596 0.1038
N 2.5455 -1.1581 1.1379
I -1.4976 -2.5377 -5.0431
H -3.0819 3.4357 -2.2431
C 1.3718 1.4248 -2.0908
C -0.7897 -3.3113 3.9559
H -0.4540 -0.8752 -2.6563
H 0.3109 -5.4532 -1.1583
H 3.5805 2.4516 -4.3358
C 0.4524 -3.3578 -0.7517
H 1.3255 -4.6821 4.9329
H 1.8861 3.8785 -4.2751
C 1.3007 1.2043 3.0646
C -1.7352 -2.5608 3.3278
H 0.8874 -3.4801 0.2319
C 1.2507 1.5514 1.7305
C -0.4369 -4.2511 -2.7781
H 2.7738 -0.2636 1.5690
C 2.8817 -3.8464 3.7377
H -5.3995 1.4382 -2.4620
H 4.2389 -2.7774 2.4358
H 0.5243 4.2776 4.2589
C 0.7352 3.5000 3.5376
N 3.5039 -1.3958 -1.9407
H 3.6665 -4.4453 4.1773
C 1.5901 -3.9783 4.1546
N -3.3230 1.9800 -0.7640
H -5.1816 2.9132 -3.4267
C 3.7314 0.6164 -3.2572
H -2.0653 -1.1222 1.7402
H -4.0124 2.1442 1.2095
H -2.7804 -2.6180 3.5931
H 0.9784 1.9759 5.0360
C 2.2411 -2.1277 2.1588
N 0.2539 -2.1021 -1.1630
H -0.7060 -5.0894 -3.4064
N 1.9525 0.2644 -1.6962
H 1.1374 3.0690 0.1918
C -2.4908 1.0340 -0.4683
O 0.2992 1.7504 -1.5650
C 0.8840 -2.2811 2.5450
C 3.2058 -2.9040 2.7373
H -6.1838 3.2863 0.4654
C -5.5785 2.6749 -0.2016
H 1.3405 4.1530 -2.6028
C -0.2956 -1.9065 -2.3650
C 1.0871 2.8298 1.2433
C -0.6545 -2.9477 -3.2056
H -2.9700 1.7578 -2.8174
C -3.5105 2.4349 -2.1576
N -1.7569 0.1727 -0.2011
C 3.1521 1.7878 -3.5976
H 4.6492 0.2935 -3.7220
C 0.1281 -4.4550 -1.5299
*
```